(1)
113
Properties=species:S:1:pos:R:3:lowdin_charge:R:1 method="wB97M-V/def2-TZVPD" relative_energy_kj_mol=249.16 homo_lumo_gap_ev=5.119 charge=-2 homo_energy_ha=-0.06564 lumo_energy_ev=3.33
Rb 0.814 0.946 -0.378 0.521
C 2.988 -2.964 0.913 -0.188
C 1.682 -3.297 1.526 -0.157
C 1.225 -2.183 2.399 -0.267
C 0.129 -1.442 1.955 -0.058
C -0.187 -0.260 2.652 -0.120
C 0.581 0.128 3.747 -0.075
C 1.563 -0.768 4.182 -0.188
N 1.887 -1.833 3.535 0.109
N 2.941 -1.824 -0.069 -0.122
C 4.231 -1.072 0.022 -0.120
C 4.219 -0.065 1.172 -0.245
C 5.161 -0.083 2.184 -0.048
C 5.247 0.981 3.057 -0.074
C 4.192 1.896 3.033 -0.059
C 3.246 1.861 1.998 -0.136
N 3.328 0.950 1.031 0.050
C 2.686 -2.236 -1.432 -0.170
C 2.585 -1.186 -2.518 -0.260
C 1.300 -0.859 -2.949 -0.094
C 1.189 0.056 -3.986 -0.089
C 2.257 0.675 -4.552 -0.055
C 3.556 0.298 -4.075 -0.112
N 3.744 -0.608 -3.084 0.094
H 3.499 -3.857 0.438 0.137
H 3.558 -2.670 1.809 0.109
H 1.837 -4.186 2.120 0.116
H 0.928 -3.502 0.706 0.084
H -0.380 -1.911 1.068 0.025
H -0.916 0.437 2.332 0.020
H 0.509 1.154 4.257 0.110
H 2.154 -0.663 5.085 0.099
H 4.422 -0.557 -0.933 0.106
H 5.000 -1.838 0.095 0.113
H 5.970 -0.794 2.042 0.109
H 5.843 0.941 3.979 0.107
H 4.241 2.729 3.711 0.094
H 2.403 2.538 1.980 0.063
H 1.761 -2.758 -1.511 0.075
H 3.595 -2.821 -1.899 0.155
H 0.529 -1.408 -2.411 0.055
H 0.171 0.415 -4.244 0.113
H 2.174 1.531 -5.232 0.112
H 4.349 0.760 -4.606 0.084
S -1.070 2.816 -2.360 0.469
C 0.048 4.068 -2.716 -0.746
C 0.097 4.462 -4.035 -0.140
C 1.109 5.249 -4.561 -0.221
C 1.101 5.668 -5.938 -0.201
N 1.087 5.964 -7.071 0.112
C 2.139 5.698 -3.660 -0.203
C 2.026 5.381 -2.308 -0.142
C 1.013 4.637 -1.752 -0.698
S 1.092 4.358 0.018 0.363
C 3.115 6.686 -4.147 -0.201
N 3.781 7.607 -4.350 0.110
H -0.640 4.052 -4.719 0.095
H 2.804 5.795 -1.590 0.114
C -2.872 4.225 6.560 -0.253
Ge -2.057 4.463 4.851 0.791
C -0.073 4.472 5.304 -0.224
C -2.571 6.051 3.761 -0.233
C -2.112 2.843 3.643 -0.611
Se -0.892 3.068 2.126 0.739
C -2.340 3.729 1.075 -0.433
H -2.873 5.134 7.116 -0.001
H -2.296 3.522 7.142 0.016
H -3.927 3.948 6.398 0.023
H 0.085 4.674 6.412 0.026
H 0.453 5.219 4.700 0.013
H 0.431 3.555 5.163 -0.033
H -2.483 6.997 4.338 0.016
H -3.602 5.965 3.385 0.014
H -1.912 6.120 2.875 0.021
H -3.136 2.467 3.294 0.040
H -1.738 1.993 4.219 -0.018
H -2.773 4.609 1.641 0.008
H -3.120 2.888 1.040 0.047
H -1.970 3.859 0.018 -0.032
C -4.055 -0.732 -4.015 -0.121
C -4.169 -2.094 -3.895 -0.152
C -3.415 -2.866 -3.113 -0.132
C -2.469 -2.254 -2.272 -0.306
C -2.308 -0.863 -2.413 -0.131
C -3.075 -0.101 -3.296 -0.104
Si -1.344 -3.134 -1.008 0.788
C -2.690 -3.813 0.291 -0.257
C -3.422 -4.929 0.007 -0.161
C -4.530 -5.264 0.696 -0.099
C -4.825 -4.499 1.828 -0.136
C -4.186 -3.344 2.119 -0.118
C -3.059 -3.024 1.397 -0.094
C -0.958 -4.805 -1.968 -0.312
C -0.726 -4.814 -3.400 -0.099
C -0.402 -6.008 -4.035 -0.130
C -0.295 -7.178 -3.324 -0.144
C -0.589 -7.214 -1.977 -0.105
C -0.803 -6.007 -1.288 -0.150
H -4.782 -0.221 -4.639 0.095
H -4.855 -2.647 -4.592 0.110
H -3.414 -3.940 -3.145 0.095
H -1.509 -0.370 -1.819 0.050
H -2.877 1.031 -3.393 0.072
H -3.128 -5.504 -0.859 0.083
H -4.982 -6.210 0.491 0.088
H -5.566 -4.911 2.534 0.096
H -4.501 -2.797 3.032 0.109
H -2.555 -2.178 1.609 0.039
H -0.921 -3.886 -4.023 0.116
H -0.151 -6.026 -5.119 0.102
H -0.063 -8.070 -3.788 0.062
H -0.598 -8.151 -1.482 0.077
H -0.915 -6.071 -0.160 0.118

(2)
113
Properties=species:S:1:pos:R:3:lowdin_charge:R:1 method="wB97M-V/def2-TZVPD" s2=1.192 homo_lumo_gap_ev="4.768 / 5.043" charge=+4 homo_energy_ha="-0.63367 / -0.63383" spin_multiplicity=2 lumo_energy_ev="-12.47 / -12.20"
Ir 0.036 -0.419 0.444 0.796
C -2.367 3.868 0.458 0.055
O -2.489 2.865 -0.603 0.066
C -1.707 1.844 -0.592 -0.569
O -0.772 1.653 0.222 -0.144
N -1.957 0.965 -1.567 0.079
N -1.148 -0.156 -1.594 0.003
H -3.014 4.679 0.153 0.120
H -1.339 4.211 0.534 0.099
H -2.703 3.438 1.396 0.081
H -2.629 1.160 -2.296 0.196
H -0.439 -0.071 -2.322 0.103
H -1.726 -0.955 -1.839 0.098
C 5.229 -4.348 3.605 -0.017
C 3.795 -4.018 3.186 -0.409
C 2.859 -5.141 3.696 0.009
C 3.638 -3.952 1.664 -0.071
C 4.364 -4.730 0.767 0.044
C 4.067 -4.757 -0.596 -0.022
C 3.017 -4.015 -1.088 -0.069
C 2.283 -3.212 -0.206 -0.286
P 0.829 -2.329 -0.753 1.003
C -0.482 -3.600 -0.766 -0.334
C -1.854 -3.297 -0.827 -0.140
C -2.795 -4.304 -1.000 -0.069
C -2.387 -5.631 -1.070 -0.037
C -1.041 -5.947 -0.962 -0.022
C -0.091 -4.942 -0.819 -0.051
C 1.209 -1.927 -2.468 -0.401
C 2.124 -0.895 -2.728 -0.115
C 2.470 -0.582 -4.033 -0.047
C 1.910 -1.302 -5.089 -0.022
C 1.010 -2.327 -4.837 -0.020
C 0.642 -2.638 -3.526 -0.056
C 2.641 -3.177 1.119 -0.221
O 1.929 -2.273 1.855 -0.071
C 2.402 -1.925 3.094 -0.222
C 1.927 -0.723 3.544 -0.271
C 2.319 -0.266 4.807 -0.057
C 3.174 -1.040 5.561 -0.018
C 3.672 -2.234 5.045 0.040
C 3.307 -2.697 3.785 -0.073
P 1.022 0.400 2.457 0.997
C 2.316 1.593 2.090 -0.351
C 2.232 2.948 2.411 -0.061
C 3.333 3.773 2.188 -0.039
C 4.503 3.249 1.657 -0.039
C 4.588 1.893 1.342 -0.055
C 3.495 1.067 1.545 -0.096
C -0.276 1.116 3.445 -0.422
C -0.900 2.308 3.043 -0.136
C -1.927 2.842 3.803 -0.051
C -2.356 2.182 4.948 -0.017
C -1.777 0.971 5.319 -0.030
C -0.752 0.427 4.566 -0.110
H 5.532 -5.317 3.209 0.092
H 5.308 -4.427 4.688 0.091
H 5.940 -3.591 3.260 0.111
H 3.159 -6.105 3.274 0.104
H 1.818 -4.947 3.413 0.090
H 2.915 -5.209 4.786 0.105
H 5.186 -5.336 1.131 0.131
H 4.650 -5.376 -1.266 0.130
H 2.769 -4.056 -2.143 0.123
H -2.208 -2.287 -0.714 0.046
H -3.846 -4.054 -1.090 0.118
H -3.119 -6.420 -1.207 0.132
H -0.722 -6.983 -1.003 0.131
H 0.957 -5.210 -0.770 0.104
H 2.585 -0.362 -1.897 0.081
H 3.182 0.210 -4.237 0.112
H 2.185 -1.063 -6.111 0.131
H 0.593 -2.897 -5.659 0.131
H -0.068 -3.437 -3.340 0.117
H 1.975 0.690 5.185 0.128
H 3.478 -0.704 6.545 0.130
H 4.368 -2.809 5.645 0.131
H 1.346 3.359 2.874 0.102
H 3.281 4.821 2.463 0.127
H 5.365 3.894 1.510 0.129
H 5.518 1.478 0.966 0.126
H 3.569 0.006 1.315 0.113
H -0.579 2.815 2.141 0.065
H -2.396 3.776 3.509 0.118
H -3.146 2.610 5.554 0.130
H -2.125 0.453 6.205 0.128
H -0.316 -0.518 4.858 0.113
S -2.043 -0.788 1.771 0.797
C -2.935 -2.283 1.798 -0.741
N -4.218 -2.360 1.492 0.072
C -4.788 -3.701 1.786 -0.061
C -3.552 -4.472 2.305 -0.060
N -2.486 -3.446 2.218 0.078
H -4.773 -1.557 1.248 0.158
H -5.202 -4.137 0.884 0.118
H -5.577 -3.628 2.526 0.135
H -3.306 -5.330 1.689 0.114
H -3.671 -4.803 3.330 0.134
H -1.556 -3.575 2.580 0.158
N 2.002 2.611 -0.910 0.237
C 2.980 3.282 -1.495 -0.247
C 2.883 4.714 -1.616 0.030
C 3.874 5.402 -2.242 -0.005
C 4.992 4.708 -2.767 0.055
C 5.107 3.301 -2.635 -0.009
C 4.129 2.592 -2.016 0.003
H 2.016 1.604 -0.810 0.084
H 1.203 3.090 -0.521 0.115
H 2.017 5.229 -1.210 0.133
H 3.809 6.481 -2.345 0.140
H 5.770 5.262 -3.280 0.140
H 5.983 2.795 -3.026 0.137
H 4.211 1.516 -1.895 0.117